*P*
Formula: C4H4O
Source: the Open Molecules 2025 dataset
Level of theory: ωB97M-V/def2-TZVPD

Last column: Mulliken charge in e.
Cartesian coordinates (Å):
1 O 0.01 -0.98 -0.93  -0.26
2 C -0.81 0.66 0.40  -0.41
3 C 0.64 0.68 0.37  -0.29
4 C 1.08 -0.36 -0.35  -0.35
5 C -1.10 -0.38 -0.46  -0.06
6 H -2.01 -0.78 -0.90  0.38
7 H -0.52 0.35 1.45  0.16
8 H 1.21 1.41 0.94  0.43
9 H 2.04 -0.80 -0.52  0.41

Computed properties:
**LUMO**: 0.85 eV
**SMILES string**: c1ccoc1

=====

*Q*
Formula: C4H4O
Source: the Open Molecules 2025 dataset
Level of theory: ωB97M-V/def2-TZVPD

Last column: Mulliken charge in e.
Cartesian coordinates (Å):
1 O 3.03 2.10 -0.54  -0.36
2 C 2.01 1.67 -0.88  0.85
3 C -0.17 -1.23 1.16  -0.40
4 C 0.64 -1.79 0.35  -0.15
5 C 0.88 1.16 -1.23  -0.94
6 H 0.08 1.77 -1.63  0.24
7 H 0.71 0.10 -1.18  0.21
8 H -1.18 -1.21 0.76  0.27
9 H -0.08 -0.78 2.13  0.28

Computed properties:
**LUMO**: -0.58 eV

=====

Which structure is most stable? *P*, by 34.1 kcal/mol over the runner-up.

=====

*P*
Formula: C4H4O
Source: the Open Molecules 2025 dataset
Level of theory: ωB97M-V/def2-TZVPD

Last column: Mulliken charge in e.
Cartesian coordinates (Å):
1 O -2.52 -0.01 0.09  -0.58
2 C -0.13 0.86 -0.09  -0.40
3 C -1.29 0.07 0.01  0.71
4 C -0.06 -0.75 -0.29  -0.39
5 C 0.98 -0.05 0.55  -0.34
6 H 0.91 -0.26 1.56  0.22
7 H 0.00 1.65 -0.88  0.23
8 H 2.04 -0.14 0.17  0.25
9 H 0.06 -1.37 -1.12  0.29

Computed properties:
**LUMO**: 0.89 eV
**SMILES string**: O=C1[C@H]2C[C@@H]12

=====

*Q*
Formula: C4H4O
Source: the Open Molecules 2025 dataset
Level of theory: ωB97M-V/def2-TZVPD

Last column: Mulliken charge in e.
Cartesian coordinates (Å):
1 O 1.00 -0.39 0.43  -0.32
2 C -1.41 -0.17 0.08  -0.83
3 C 0.01 0.24 -0.22  0.00
4 C 2.16 -0.04 0.10  0.47
5 C 3.31 0.38 0.03  -0.60
6 H -1.61 -0.10 1.20  0.27
7 H 0.12 0.97 -0.97  0.44
8 H -1.60 -1.32 -0.05  0.28
9 H -1.98 0.43 -0.61  0.28

Computed properties:
**LUMO (alpha / beta)**: -1.98 / -0.90 eV

=====

Which structure is most stable? *P*, by 98.6 kcal/mol over the runner-up.

=====

*P*
Formula: C4H3I
Source: the Open Molecules 2025 dataset
Level of theory: ωB97M-V/def2-TZVPD

Last column: Mulliken charge in e.
Cartesian coordinates (Å):
1 I -2.44 -1.08 0.66  0.00
2 C -1.31 0.43 -0.42  -0.37
3 C -0.04 0.54 -0.30  -0.07
4 C 1.34 0.30 -0.04  -0.09
5 C 1.44 -0.94 0.36  -0.44
6 H -1.84 1.31 -0.68  0.42
7 H 0.72 -1.70 0.46  0.27
8 H 2.11 1.13 -0.04  0.28

Computed properties:
**LUMO (alpha / beta)**: -1.03 / -0.85 eV

=====

*Q*
Formula: C4H3I
Source: the Open Molecules 2025 dataset
Level of theory: ωB97M-V/def2-TZVPD

Last column: Mulliken charge in e.
Cartesian coordinates (Å):
1 I 3.15 -0.05 -0.47  -0.08
2 C -0.16 0.31 -1.02  -0.21
3 C -1.26 -0.26 0.10  -0.32
4 C -0.20 -0.60 0.87  -0.26
5 C 0.69 -0.30 -0.21  -0.11
6 H 0.00 1.28 -1.44  0.32
7 H -2.25 0.15 0.25  0.32
8 H 0.04 -0.53 1.93  0.33

Computed properties:
**LUMO (alpha / beta)**: -0.58 / -0.59 eV

=====

Which structure is most stable? *P*, by 2.3 kcal/mol over the runner-up.

=====

*P*
Formula: C4H3I
Source: the Open Molecules 2025 dataset
Level of theory: ωB97M-V/def2-TZVPD

Last column: Mulliken charge in e.
Cartesian coordinates (Å):
1 I 3.13 -0.16 -0.02  0.11
2 C -0.08 -0.68 0.15  -0.17
3 C -1.04 0.32 -0.26  -0.32
4 C 1.08 0.12 -0.01  -0.02
5 C 0.28 1.16 0.12  -0.33
6 H -1.86 0.18 0.37  0.27
7 H -0.35 -1.43 0.92  0.22
8 H -1.17 0.48 -1.28  0.24

Computed properties:
**LUMO**: 0.17 eV
**SMILES string**: IC1=C2C[C@@H]12

=====

*Q*
Formula: C4H3I
Source: the Open Molecules 2025 dataset
Level of theory: ωB97M-V/def2-TZVPD

Last column: Mulliken charge in e.
Cartesian coordinates (Å):
1 I 3.19 0.01 0.00  0.17
2 C 1.16 0.05 -0.01  -0.66
3 C -0.35 -0.98 0.00  -0.11
4 C 0.08 0.93 0.00  0.02
5 C -1.38 -0.08 -0.01  -0.58
6 H 0.04 2.01 0.02  0.39
7 H -0.32 -2.06 0.01  0.37
8 H -2.42 0.11 -0.02  0.40

Computed properties:
**LUMO**: 0.38 eV

=====

Which structure is most stable? *P*, by 30.7 kcal/mol over the runner-up.

=====

*P*
Formula: C7H12N3
Source: the Open Molecules 2025 dataset
Level of theory: ωB97M-V/def2-TZVPD

Last column: Mulliken charge in e.
Cartesian coordinates (Å):
1 N 0.94 1.22 0.14  0.41
2 N -2.28 -0.35 -0.25  -0.06
3 N 0.06 0.52 0.84  -0.64
4 C 0.38 2.03 -0.81  -0.16
5 C -1.55 0.56 -0.68  0.62
6 C -1.69 -1.74 -0.04  -0.69
7 C 0.33 -0.87 1.29  -0.56
8 C -0.92 1.60 -1.25  -0.76
9 C -0.13 -1.72 0.10  -0.47
10 C 2.40 1.21 0.27  -0.92
11 H 2.73 2.17 0.49  0.43
12 H 0.16 -1.19 -0.83  0.28
13 H -1.02 1.92 -2.32  0.31
14 H 2.88 1.11 -0.73  0.34
15 H 2.72 0.52 1.01  0.32
16 H 1.03 2.68 -1.43  0.36
17 H 1.29 -1.33 1.60  0.31
18 H -3.16 -0.29 0.20  0.29
19 H -0.39 -0.75 2.12  0.39
20 H 0.24 -2.81 0.17  0.41
21 H -1.92 -2.46 -0.79  0.35
22 H -2.12 -2.03 0.89  0.44

Computed properties:
**LUMO**: -3.97 eV
**Total charge**: +1

=====

*Q*
Formula: C7H12N3
Source: the Open Molecules 2025 dataset
Level of theory: ωB97M-V/def2-TZVPD

Last column: Mulliken charge in e.
Cartesian coordinates (Å):
1 N 4.59 0.11 0.16  -0.34
2 N 1.09 -0.18 -0.02  0.40
3 N 2.27 -0.26 -0.09  -0.64
4 C -2.53 -0.65 0.26  -1.51
5 C 3.29 0.23 -0.57  -0.41
6 C -1.21 -0.06 0.10  0.78
7 C -0.17 -2.30 0.10  -1.30
8 C -0.05 -0.82 -0.04  0.84
9 C -0.99 1.33 -0.19  -0.40
10 C -1.94 2.27 -0.60  -0.75
11 H -1.70 3.30 -0.79  0.30
12 H -0.39 -2.46 1.13  0.37
13 H 0.01 1.66 0.07  0.30
14 H -3.07 -0.70 -0.79  0.37
15 H 0.86 -2.65 -0.21  0.36
16 H 4.93 -0.62 0.72  0.34
17 H -2.54 -1.70 0.59  0.41
18 H -2.88 1.82 -0.96  0.24
19 H 5.24 0.40 -0.65  0.47
20 H 4.65 0.95 0.94  0.41
21 H -1.02 -2.52 -0.60  0.35
22 H -3.16 -0.02 0.91  0.40

Computed properties:
**LUMO (alpha / beta)**: -4.94 / -4.86 eV
**Total charge**: +1

=====

Which structure is most stable? *P*, by 47.1 kcal/mol over the runner-up.

=====

*P*
Formula: C7H12N3
Source: the Open Molecules 2025 dataset
Level of theory: ωB97M-V/def2-TZVPD

Last column: Mulliken charge in e.
Cartesian coordinates (Å):
1 N 1.61 -0.19 0.07  0.82
2 N 1.08 -0.96 -0.81  -0.88
3 N -2.24 -0.03 1.09  -0.18
4 C 1.26 0.71 0.98  -0.04
5 C 3.04 -0.27 -0.29  -0.96
6 C -2.46 0.35 -0.32  -0.64
7 C 0.04 1.02 1.51  -0.43
8 C -0.34 -1.18 -0.77  -0.86
9 C -1.17 0.41 1.60  0.26
10 C -1.20 -0.02 -1.25  -0.63
11 H 2.08 1.14 1.43  0.38
12 H -0.57 -1.78 0.14  0.52
13 H 0.25 1.88 2.17  0.39
14 H -0.50 0.86 -1.33  0.36
15 H -3.08 -0.33 1.61  0.34
16 H -2.48 1.45 -0.37  0.27
17 H 3.22 -0.79 -1.18  0.33
18 H -0.46 -1.88 -1.63  0.25
19 H 3.57 -0.78 0.49  0.34
20 H 3.41 0.78 -0.29  0.34
21 H -1.60 -0.29 -2.16  0.54
22 H -3.45 -0.10 -0.68  0.45

Computed properties:
**LUMO (alpha / beta)**: -4.96 / -4.96 eV
**Total charge**: +1

=====

*Q*
Formula: C7H12N3
Source: the Open Molecules 2025 dataset
Level of theory: ωB97M-V/def2-TZVPD

Last column: Mulliken charge in e.
Cartesian coordinates (Å):
1 N 0.63 -0.06 4.35  -0.63
2 N -1.23 -0.34 -0.24  -0.08
3 N -0.24 -0.47 -2.39  0.14
4 C -0.47 -0.62 2.27  -0.30
5 C -0.11 -1.18 -3.62  -0.78
6 C 0.92 0.45 -2.20  -0.81
7 C 0.35 1.68 2.70  -1.16
8 C -1.14 -0.87 -1.62  -0.29
9 C -0.84 -0.32 1.01  0.17
10 C 0.24 0.26 3.20  0.86
11 H -0.94 -1.61 2.54  0.30
12 H -0.60 2.09 2.80  0.37
13 H 0.96 2.16 3.46  0.34
14 H -0.10 -0.30 -4.40  0.30
15 H 0.74 1.71 1.64  0.33
16 H 0.40 -1.08 4.69  0.26
17 H 1.05 0.98 -3.17  0.31
18 H -0.84 -1.91 -3.81  0.35
19 H 1.76 -0.16 -1.80  0.36
20 H 1.00 -1.64 -3.65  0.30
21 H 0.68 1.14 -1.38  0.32
22 H -2.21 0.10 -0.39  0.34

Computed properties:
**LUMO**: -4.56 eV
**Total charge**: +1

=====

Which structure is most stable? *P*, by 11.4 kcal/mol over the runner-up.